# 1
Below is C5H5FMgNaO4 as an isolated structure, with properties calculated with ωB97M-V with the def2-TZVPD basis set.

Element x y z (Å)
H1 -1.2112 2.0209 -0.3323
O1 -1.6750 0.3321 0.7768
O2 -2.6851 -0.7710 -0.8095
O3 -2.2832 -1.7729 1.1877
C1 -1.3870 0.9496 -0.4613
C2 -2.3775 0.4132 -1.2968
C3 -2.3959 -0.7609 0.5729
H2 -2.6317 0.6321 -2.3331
C4 1.6393 -0.1510 -0.7879
C5 2.4490 0.3144 0.2662
O4 2.3020 -0.1404 1.4585
Mg1 2.8533 0.7831 3.2243
Na1 0.8821 -2.0759 1.6310
F1 1.3353 -1.4909 -0.5509
H3 2.0187 -0.0456 -1.8067
H4 3.0250 1.2335 0.0910
H5 0.1418 0.5298 -0.8301

Atoms 1-2, force components in eV/Å:
H -0.049 -0.259 -0.229
O 0.638 0.783 0.852

* net charge: +2
* multiplicity: 2
* molar mass: 195.38 g/mol
* electronic energy: -956.0406 Eh
* gap between HOMO and LUMO (alpha / beta): 5.890 / 7.641 eV
* HOMO energy (alpha / beta): -14.9 / -16.6 eV
* energy above the lowest of the compared OMol25 structures with the same formula, charge and spin: 0.0 kJ/mol

These are the Mulliken partial charges, in e, on atoms 1 to 2: number 1, H, carries 0.40; number 2, O, carries -0.26



# 2
Below is an isolated ion of composition C5H5FNO5S and charge -1, with properties calculated with ωB97M-V with the def2-TZVPD basis set.

Element x y z (Å)
C1 4.4689 -1.5314 0.7232
C2 2.2940 -0.9308 0.0723
C3 -0.9634 -0.1246 0.8086
C4 0.0170 -0.3028 -0.3058
C5 3.7242 -0.4573 0.2271
N1 5.0326 -2.4724 1.0681
O1 4.9320 -1.3208 -2.0442
O2 2.0880 -2.1024 -0.2473
O3 5.4531 0.9192 -1.2185
O4 3.2725 0.5556 -2.1211
O5 1.3311 -0.0696 0.2152
F1 4.0473 0.6792 0.9572
S1 4.4780 -0.0636 -1.5383
H1 -0.6553 -0.5954 1.8052
H2 -1.0919 0.8577 1.0433
H3 -2.0101 -0.5193 0.4953
H4 -0.1311 0.3417 -1.1803
H5 0.0170 -1.3158 -0.6829

Atoms 1-2, force components in eV/Å:
C 1.322 -2.342 1.079
C -0.593 -2.619 -1.183

* net charge: -1
* multiplicity: 1
* molar mass: 210.16 g/mol
* electronic energy: -1122.5884 Eh
* gap between HOMO and LUMO: 9.063 eV
* SMILES string: CCOC(=O)[C@@](F)(C#N)S(=O)(=O)[O-]
* HOMO energy: -5.9 eV
* energy above the lowest of the compared OMol25 structures with the same formula, charge and spin: 0.0 kJ/mol

These are the Mulliken partial charges, in e, on atoms 1 to 2: number 1, C, carries -0.03; number 2, C, carries 0.22



# 3
Below is one molecule with the formula C5H5FO2, with properties calculated with ωB97M-V with the def2-TZVPD basis set.

Element x y z (Å)
C1 -0.9714 0.7707 1.6152
C2 -0.3773 0.0729 0.4156
C3 0.8179 0.4454 -0.3345
C4 0.9323 -0.4801 -1.3059
C5 -0.8330 -1.0311 -0.2151
H1 -0.9998 0.1138 2.4877
H2 -1.9860 1.1096 1.4067
H3 -0.3598 1.6297 1.9024
H4 1.4486 1.2713 -0.1106
H5 2.4728 -0.0100 -2.2825
O1 1.8037 -0.6998 -2.3142
O2 -0.0682 -1.3891 -1.2683
F1 -1.8799 -1.8033 0.0036

Atoms 1-2, force components in eV/Å:
C 0.299 -0.201 -0.142
C -0.207 -0.174 0.023

* net charge: 0
* multiplicity: 1
* molar mass: 116.09 g/mol
* electronic energy: -443.8387 Eh
* gap between HOMO and LUMO: 8.678 eV
* SMILES string: Cc1cc(O)oc1F
* HOMO energy: -8.1 eV
* energy above the lowest of the compared OMol25 structures with the same formula, charge and spin: 40.8 kJ/mol

These are the Mulliken partial charges, in e, on atoms 1 to 2: number 1, C, carries -1.14; number 2, C, carries 0.65



# 4
Below is C5H5I2N as an isolated structure, with properties calculated with ωB97M-V with the def2-TZVPD basis set.

Element x y z (Å)
C1 0.7407 0.1068 -0.8034
C2 0.4401 -0.0072 0.4998
C3 -0.3354 -0.0598 -1.7379
C4 -0.9470 -0.3526 0.8633
C5 -2.0159 -0.0251 -0.1286
N1 -1.5841 -0.2101 -1.4744
I1 -2.8065 2.0687 0.0466
I2 -3.6581 -1.4030 0.0144
H1 1.6904 0.2681 -1.1003
H2 1.1211 -0.0151 1.2773
H3 0.0626 -0.0711 -2.7310
H4 -0.7536 -1.4300 0.9688
H5 -1.1243 0.0625 1.8116

Atoms 1-2, force components in eV/Å:
C -2.490 -0.039 2.871
C -0.979 0.570 -2.678

* net charge: 0
* multiplicity: 1
* molar mass: 332.91 g/mol
* electronic energy: -843.6048 Eh
* gap between HOMO and LUMO: 8.644 eV
* HOMO energy: -9.1 eV
* energy above the lowest of the compared OMol25 structures with the same formula, charge and spin: 0.0 kJ/mol

These are the Mulliken partial charges, in e, on atoms 1 to 2: number 1, C, carries -0.37; number 2, C, carries -0.48



# 5
Below is one molecule with the formula C5H5IO, with properties calculated with ωB97M-V with the def2-TZVPD basis set.

Element x y z (Å)
C1 -1.9064 1.5910 -0.5577
C2 -0.4928 1.7681 -0.3239
C3 -2.5074 0.4775 -0.1256
C4 -0.0298 -0.2974 0.6550
C5 0.6519 -1.4756 0.1080
O1 0.3041 0.8891 0.1823
I1 -4.3872 -0.3062 0.1858
H1 -2.3537 2.4071 -0.9811
H2 -0.0871 2.7822 -0.3440
H3 -0.1549 -2.2540 -0.1686
H4 1.2452 -1.2574 -0.7083
H5 1.3227 -2.0177 0.7687

Atoms 1-2, force components in eV/Å:
C 1.346 -1.930 1.662
C -1.434 1.515 -0.188

* net charge: 0
* multiplicity: 1
* molar mass: 208.00 g/mol
* electronic energy: -566.1858 Eh
* gap between HOMO and LUMO (alpha / beta): 7.032 / 6.614 eV
* HOMO energy (alpha / beta): -7.4 / -7.1 eV
* energy above the lowest of the compared OMol25 structures with the same formula, charge and spin: 583.3 kJ/mol

These are the Mulliken partial charges, in e, on atoms 1 to 2: number 1, C, carries -0.01; number 2, C, carries -0.07



# 6
Below is one molecule with the formula C5H5IO, with properties calculated with ωB97M-V with the def2-TZVPD basis set.

Element x y z (Å)
C1 -1.6931 -1.3084 -0.1241
C2 -0.3064 -1.3047 -0.2317
C3 -2.1554 -0.0023 0.0361
C4 1.2584 0.5536 -0.6243
C5 2.0594 1.5280 0.1972
O1 0.5481 -0.2844 -0.0861
I1 -4.2374 0.0848 0.5105
H1 -2.1338 -2.3071 -0.3899
H2 0.1153 -2.2641 -0.4684
H3 1.4163 2.3077 0.3551
H4 2.3178 1.0498 1.1616
H5 2.8107 1.9471 -0.3360

Atoms 1-2, force components in eV/Å:
C 1.541 0.057 -0.954
C -0.587 -0.183 -0.911

* net charge: 0
* multiplicity: 1
* molar mass: 208.00 g/mol
* electronic energy: -566.1618 Eh
* gap between HOMO and LUMO: 6.637 eV
* HOMO energy: -7.9 eV
* energy above the lowest of the compared OMol25 structures with the same formula, charge and spin: 646.3 kJ/mol

These are the Mulliken partial charges, in e, on atoms 1 to 2: number 1, C, carries 0.07; number 2, C, carries -0.12



# 7
Below is one molecule with the formula C5H5N, with properties calculated with ωB97M-V with the def2-TZVPD basis set.

Element x y z (Å)
C1 -3.9469 -0.4891 0.3825
C2 -2.9158 0.0257 -0.1068
C3 -0.1573 -0.2547 0.2077
C4 -1.7372 0.5734 -0.2877
C5 2.1361 -0.0277 -0.1384
N1 0.8140 0.2947 -0.2768
H1 -0.2602 -1.1914 0.7733
H2 -1.3944 1.6273 -0.4563
H3 2.6950 0.8361 -0.4021
H4 2.4482 -0.9521 -0.5480
H5 2.3183 -0.4421 0.8524

Atoms 1-2, force components in eV/Å:
C -1.601 -0.815 0.597
C 1.623 0.949 -0.855

* net charge: 0
* multiplicity: 1
* molar mass: 79.10 g/mol
* electronic energy: -248.0100 Eh
* gap between HOMO and LUMO: 7.805 eV
* HOMO energy: -9.3 eV
* energy above the lowest of the compared OMol25 structures with the same formula, charge and spin: 696.0 kJ/mol

These are the Mulliken partial charges, in e, on atoms 1 to 2: number 1, C, carries -0.46; number 2, C, carries 0.09



# 8
Below is one molecule with the formula C5H5N, with properties calculated with ωB97M-V with the def2-TZVPD basis set.

Element x y z (Å)
C1 0.0343 -1.1694 -0.0108
C2 -1.0472 -0.3940 -0.0409
C3 0.4437 1.8302 0.2040
C4 1.3890 -0.4734 0.0417
C5 -1.7708 0.7110 -0.1449
N1 1.1851 0.9667 0.0611
H1 0.1148 -2.2263 0.1843
H2 1.9616 -0.6891 0.8685
H3 1.9974 -0.7949 -0.7936
H4 -2.0043 1.2648 -1.0176
H5 -2.3035 0.9744 0.6480

Atoms 1-2, force components in eV/Å:
C -1.109 1.481 0.759
C 0.837 -0.480 -0.859

* net charge: 0
* multiplicity: 1
* molar mass: 79.10 g/mol
* electronic energy: -248.1302 Eh
* gap between HOMO and LUMO: 10.389 eV
* HOMO energy: -9.5 eV
* energy above the lowest of the compared OMol25 structures with the same formula, charge and spin: 380.2 kJ/mol

These are the Mulliken partial charges, in e, on atoms 1 to 2: number 1, C, carries -0.47; number 2, C, carries 0.44



# 9
Below is one molecule with the formula C5H5N, with properties calculated with ωB97M-V with the def2-TZVPD basis set.

Element x y z (Å)
C1 0.9916 1.2337 -0.0724
C2 -1.3011 0.2711 -0.4837
C3 0.9634 -1.0601 0.2234
C4 -0.3268 1.0935 0.4675
C5 -0.3108 -0.3834 0.4840
N1 1.7897 0.0668 -0.2489
H1 -2.3084 0.2642 -0.2431
H2 -1.1182 0.1589 -1.5400
H3 1.1730 -1.7145 1.0593
H4 1.1657 -1.7852 -0.6735
H5 -0.7180 1.8550 1.0272

Atoms 1-2, force components in eV/Å:
C 4.689 -5.591 -1.350
C 3.341 -1.071 0.862

* net charge: 0
* multiplicity: 1
* molar mass: 79.10 g/mol
* electronic energy: -248.0086 Eh
* gap between HOMO and LUMO (alpha / beta): 8.997 / 7.582 eV
* HOMO energy (alpha / beta): -9.3 / -8.4 eV
* energy above the lowest of the compared OMol25 structures with the same formula, charge and spin: 699.5 kJ/mol

These are the Mulliken partial charges, in e, on atoms 1 to 2: number 1, C, carries -0.01; number 2, C, carries -0.70



# 10
Below is one molecule with the formula C5H5N, with properties calculated with ωB97M-V with the def2-TZVPD basis set.

Element x y z (Å)
C1 2.1921 0.1786 -0.1697
C2 1.0259 -0.0957 -0.8182
C3 -2.1220 -0.2003 -0.5191
C4 1.2226 0.4163 0.9014
C5 0.1379 -0.4773 0.3710
N1 -1.4043 0.4053 0.3237
H1 3.1328 0.7430 -0.5527
H2 -3.1264 0.2849 -0.6617
H3 -1.9450 -1.2621 -0.9726
H4 1.0146 1.4458 1.3785
H5 -0.1282 -1.4385 0.7193

Atoms 1-2, force components in eV/Å:
C -0.002 1.815 0.680
C -0.671 -0.396 -0.508

* net charge: 0
* multiplicity: 1
* molar mass: 79.10 g/mol
* electronic energy: -248.0326 Eh
* gap between HOMO and LUMO (alpha / beta): 8.945 / 8.946 eV
* SMILES string: C=N[C@H]1C2=C[C@@H]21
* HOMO energy (alpha / beta): -8.5 / -8.5 eV
* energy above the lowest of the compared OMol25 structures with the same formula, charge and spin: 636.6 kJ/mol

These are the Mulliken partial charges, in e, on atoms 1 to 2: number 1, C, carries -0.12; number 2, C, carries -0.30



Q: What is the electronic energy in the fourth record?
A: -843.6048 Eh